[1]
{
  "formula": "C47H53N5O6PbS2",
  "method": "ωB97M-V/def2-TZVPD",
  "homo_ev": [-6.873, -6.873],
  "max_force_ev_per_a": 1.272,
  "lumo_energy_ev": [-3.88, -3.88],
  "homo_lumo_gap_ha": [0.1100, 0.1101],
  "multiplicity": 1,
  "mol_weight_g_mol": 1055.304,
  "symbols": ["Pb", "C", "C", "C", "C", "C", "C", "C", "C", "C", "C", "C", "C", "C", "C", "C", "C", "C", "H", "H", "H", "H", "H", "H", "H", "H", "H", "H", "H", "H", "H", "H", "H", "H", "H", "H", "H", "H", "H", "H", "H", "H", "H", "H", "H", "H", "H", "C", "C", "C", "C", "C", "C", "C", "S", "O", "O", "N", "C", "C", "C", "C", "C", "C", "C", "C", "N", "C", "H", "H", "H", "H", "H", "H", "H", "H", "H", "H", "H", "H", "H", "O", "C", "O", "C", "C", "C", "N", "C", "C", "C", "O", "O", "H", "H", "H", "N", "C", "S", "N", "C", "C", "C", "C", "C", "C", "H", "H", "H", "H", "H", "H", "H", "H"],
  "xyz": [[0.1383, -0.2938, -0.1696], [-0.4193, 1.8540, 3.2833], [0.5457, 1.0719, 3.8516], [1.8514, 1.2957, 3.0255], [1.4990, 2.0746, 1.9823], [0.1172, 2.5194, 2.1611], [-0.4656, 3.6864, 1.4742], [-1.9772, 3.7958, 1.7032], [-0.1577, 3.6703, -0.0311], [0.2445, 4.8989, 2.1358], [3.2920, 0.9955, 3.3691], [3.6149, 1.5927, 4.7512], [4.2305, 1.6812, 2.3625], [3.6133, -0.5074, 3.3250], [0.1713, 0.2550, 5.0670], [1.1176, -0.8686, 5.5007], [0.0426, 1.2517, 6.2431], [-1.2147, -0.3870, 4.8046], [-1.4436, 1.9428, 3.5984], [2.1524, 2.4843, 1.2320], [-2.4760, 2.8936, 1.3550], [-2.3690, 4.6415, 1.1395], [-2.2056, 3.9569, 2.7582], [-0.6753, 2.8409, -0.5135], [0.9119, 3.5855, -0.2317], [-0.5140, 4.5969, -0.4795], [0.0870, 4.8993, 3.2158], [-0.1788, 5.8139, 1.7245], [1.3182, 4.8895, 1.9428], [3.4094, 2.6658, 4.7564], [4.6730, 1.4463, 4.9680], [3.0382, 1.1372, 5.5520], [4.0657, 2.7597, 2.3401], [4.0977, 1.2734, 1.3581], [5.2628, 1.5092, 2.6648], [3.1552, -1.0567, 4.1407], [4.6935, -0.6403, 3.3921], [3.2796, -0.9418, 2.3853], [2.0907, -0.5037, 5.8195], [1.2523, -1.6079, 4.7160], [0.6690, -1.3739, 6.3548], [0.9999, 1.7300, 6.4601], [-0.2875, 0.7185, 7.1343], [-0.6846, 2.0315, 6.0175], [-1.2321, -0.8929, 3.8417], [-2.0161, 0.3508, 4.8065], [-1.4364, -1.1164, 5.5822], [-6.6767, -3.4716, -1.5900], [-5.6964, -2.3478, -1.4166], [-5.1299, -2.0735, -0.1778], [-4.2038, -1.0548, -0.0354], [-3.8414, -0.2964, -1.1379], [-4.4043, -0.5454, -2.3799], [-5.3222, -1.5693, -2.5111], [-2.6967, 1.0330, -0.8856], [-3.3269, 2.2761, -1.2523], [-2.2651, 0.9099, 0.5100], [-1.3363, 0.7726, -1.6987], [-1.0558, 1.0157, -3.0070], [-1.9423, 1.4662, -3.9736], [-1.5299, 1.6986, -5.2905], [-0.2296, 1.5166, -5.6780], [0.7268, 1.1167, -4.7243], [2.1032, 1.0142, -5.0168], [2.9928, 0.7291, -4.0175], [2.4997, 0.4919, -2.7269], [1.2220, 0.5109, -2.4285], [0.3228, 0.8506, -3.3879], [-7.0714, -3.8054, -0.6322], [-6.1822, -4.3197, -2.0677], [-7.5073, -3.1670, -2.2275], [-5.4029, -2.6740, 0.6812], [-3.7560, -0.8364, 0.9243], [-4.1279, 0.0452, -3.2411], [-5.7558, -1.7712, -3.4830], [-2.9588, 1.6780, -3.6764], [-2.2565, 2.0496, -6.0124], [0.0858, 1.7132, -6.6947], [2.4469, 1.1899, -6.0291], [4.0572, 0.6815, -4.2033], [3.1805, 0.2781, -1.9131], [-2.7254, -5.5843, 4.1359], [-2.8760, -5.6571, 2.9061], [-3.5318, -6.3812, 2.1489], [-2.0335, -4.5384, 2.1297], [-0.9377, -3.9574, 2.7542], [-0.2704, -2.9428, 2.0930], [-0.6489, -2.5029, 0.8973], [-1.6335, -3.1243, 0.2564], [-2.3601, -4.1564, 0.8370], [-1.7730, -2.7698, -1.2230], [-2.6091, -3.3369, -1.9020], [-0.8926, -1.9168, -1.6503], [-0.6324, -4.2960, 3.7354], [0.6174, -2.4726, 2.5094], [-3.1490, -4.6433, 0.2827], [1.4952, -2.9078, -2.6027], [2.5542, -2.6864, -1.8399], [2.3843, -2.0395, -0.2815], [3.7549, -3.0771, -2.3470], [5.0574, -2.9982, -1.7790], [5.8936, -4.0979, -1.9349], [7.1930, -4.0614, -1.4550], [7.6721, -2.9291, -0.8177], [6.8437, -1.8260, -0.6732], [5.5444, -1.8547, -1.1530], [0.5575, -2.5712, -2.3095], [1.5893, -3.2782, -3.5353], [3.7041, -3.6604, -3.1686], [5.5202, -4.9884, -2.4270], [7.8356, -4.9229, -1.5793], [8.6862, -2.9026, -0.4416], [7.2117, -0.9272, -0.1946], [4.9094, -0.9950, -1.0364]],
  "forces_ev_per_angstrom": [[-0.48, -0.76, -0.22], [-0.07, -0.17, -0.13], [-0.85, -0.02, 0.22], [0.46, 0.78, -0.56], [0.45, -0.34, 0.35], [-0.03, 0.37, 0.28], [-0.50, -0.18, -0.38], [0.06, 0.00, 0.09], [0.08, -0.12, 0.02], [0.35, -0.14, 0.30], [0.26, -0.10, 0.08], [-0.19, 0.05, -0.06], [-0.21, -0.01, -0.02], [-0.14, 0.00, 0.11], [0.05, -0.25, 0.24], [0.01, 0.13, -0.10], [0.08, 0.20, -0.09], [0.00, 0.17, -0.09], [0.02, -0.03, -0.01], [0.02, -0.07, 0.00], [-0.02, 0.10, 0.04], [0.03, 0.03, 0.00], [-0.02, 0.04, 0.01], [0.07, 0.08, -0.03], [0.00, 0.02, -0.02], [-0.02, 0.03, 0.03], [-0.01, 0.05, -0.01], [-0.08, -0.06, -0.10], [-0.01, 0.05, -0.02], [0.05, 0.01, 0.02], [0.00, -0.03, 0.01], [0.02, 0.01, 0.02], [0.04, 0.00, -0.04], [0.02, 0.03, -0.01], [-0.01, -0.05, 0.00], [0.08, -0.01, -0.07], [0.00, 0.00, 0.01], [0.01, -0.09, -0.15], [-0.02, -0.03, 0.00], [-0.03, -0.10, -0.06], [-0.03, -0.02, -0.01], [-0.02, -0.01, 0.06], [0.01, -0.07, -0.02], [-0.01, -0.01, 0.02], [-0.02, -0.16, -0.02], [0.02, 0.00, 0.03], [0.05, 0.00, 0.01], [0.07, 0.01, -0.02], [-0.03, 0.03, 0.02], [-0.06, -0.04, -0.08], [0.07, 0.06, 0.08], [0.11, 0.17, 0.22], [0.00, 0.03, -0.14], [0.04, 0.04, 0.05], [0.24, -0.06, -0.57], [-0.07, 0.03, -0.09], [0.08, -0.10, 0.04], [-0.56, 0.20, 0.93], [-0.16, 0.17, -0.51], [0.12, -0.11, 0.40], [0.20, 0.02, -0.21], [-0.15, 0.08, -0.14], [-0.05, -0.08, 0.30], [0.07, -0.04, 0.12], [0.01, 0.03, -0.17], [-0.08, -0.02, 0.05], [0.00, 0.08, 0.04], [-0.12, 0.13, -0.33], [0.00, -0.02, 0.00], [-0.01, -0.02, 0.02], [-0.02, -0.02, 0.00], [0.01, 0.00, 0.01], [-0.03, -0.07, 0.00], [-0.02, -0.03, 0.00], [0.00, -0.02, 0.00], [-0.01, 0.04, -0.09], [-0.02, -0.03, 0.01], [-0.01, -0.01, 0.00], [-0.03, 0.02, -0.01], [0.00, -0.01, 0.01], [0.03, -0.14, 0.05], [-0.16, -0.28, 0.04], [0.64, 0.89, -0.64], [-0.16, -0.13, 0.28], [-0.60, -0.87, 0.52], [0.18, 0.36, -0.20], [-0.16, -0.10, 0.29], [0.27, 0.35, -0.07], [-0.16, -0.30, -0.32], [0.28, 0.41, -0.07], [-0.22, -0.29, 0.41], [0.24, 0.13, -0.03], [0.48, 0.46, -0.04], [-0.11, -0.03, 0.02], [-0.01, 0.10, 0.10], [0.00, -0.11, 0.07], [-0.20, 0.20, -0.17], [0.16, -0.22, 0.15], [0.60, -0.09, -0.06], [-0.04, 0.06, -0.04], [0.01, -0.01, 0.08], [-0.07, -0.01, 0.01], [0.06, -0.03, -0.04], [0.05, 0.05, 0.04], [-0.03, -0.05, -0.03], [-0.08, -0.06, -0.06], [0.07, -0.15, 0.08], [0.05, 0.03, 0.00], [0.01, 0.02, -0.02], [-0.01, -0.01, 0.02], [-0.03, -0.02, -0.01], [-0.01, -0.01, -0.01], [-0.01, -0.02, 0.01], [-0.12, 0.11, 0.00]],
  "mulliken_charge": [2.129, -1.150, 0.716, 0.016, -0.559, 0.059, 2.318, -1.821, -1.552, -1.829, 2.185, -1.668, -2.180, -1.497, 2.448, -1.948, -1.750, -1.798, 0.511, 0.591, 0.252, 0.454, 0.443, 0.055, 0.392, 0.530, 0.361, 0.495, 0.372, 0.316, 0.469, 0.258, 0.343, 0.306, 0.542, 0.164, 0.526, 0.140, 0.329, 0.251, 0.615, 0.333, 0.486, 0.325, 0.408, 0.351, 0.489, -1.615, 1.122, -0.910, -0.193, 0.300, -0.078, -1.183, 1.055, -0.857, -0.640, 0.145, 0.204, -0.511, -0.988, -0.880, 1.387, -0.862, -0.908, -0.374, 0.418, -0.885, 0.378, 0.304, 0.424, 0.294, 0.367, 0.170, 0.400, 0.623, 0.401, 0.408, 0.423, 0.487, 0.346, -0.717, 0.419, -0.704, -0.092, -0.733, -0.873, 0.883, 0.470, -0.812, -0.159, -0.761, -0.671, 0.529, 0.480, 0.789, -0.073, -0.048, -0.226, -0.030, 0.244, -0.614, -0.605, -0.491, -0.848, 0.515, -0.098, 0.241, 0.269, 0.390, 0.370, 0.393, 0.404, 0.157]
}



[2]
{
  "formula": "CH3BrO",
  "method": "ωB97M-V/def2-TZVPD",
  "homo_ev": [-9.397, -9.398],
  "relative_energy_kcal_mol": 78.1,
  "max_force_ev_per_a": 3.900,
  "lumo_energy_ev": [-0.47, -0.47],
  "homo_lumo_gap_ha": [0.3279, 0.3280],
  "multiplicity": 1,
  "mol_weight_g_mol": 110.938,
  "symbols": ["C", "O", "Br", "H", "H", "H"],
  "xyz": [[0.0381, 0.0183, -0.3554], [0.9951, 0.1514, 0.6135], [-0.2568, -1.7024, -0.9494], [-1.6352, 0.8633, 0.3143], [0.3124, 0.6915, -1.0782], [0.5464, -0.0221, 1.4552]],
  "forces_ev_per_angstrom": [[-1.82, 1.53, 3.09], [-1.01, -0.15, 0.69], [-0.46, -0.95, -0.33], [2.81, -1.54, -1.21], [-0.04, 1.27, -2.19], [0.53, -0.17, -0.04]],
  "mulliken_charge": [-0.268, -0.424, -0.053, 0.115, 0.256, 0.374]
}



[3]
{
  "formula": "C3H8ClO4P",
  "method": "ωB97M-V/def2-TZVPD",
  "homo_ev": [-5.099, -9.463],
  "s2": 2.005,
  "max_force_ev_per_a": 3.720,
  "lumo_energy_ev": [0.66, -2.86],
  "homo_lumo_gap_ha": [0.2117, 0.2427],
  "multiplicity": 3,
  "mol_weight_g_mol": 174.520,
  "symbols": ["C", "C", "C", "O", "O", "O", "O", "P", "Cl", "H", "H", "H", "H", "H", "H", "H", "H"],
  "xyz": [[-2.3068, -0.0589, 0.5953], [-1.5347, 1.0540, 0.6220], [1.0026, -1.1323, -0.0211], [-1.0891, 1.6480, -0.5061], [0.7747, -1.0539, 1.3311], [1.5309, -2.2873, -0.4420], [1.3269, 0.9810, -1.7257], [2.3068, 0.2050, -0.6933], [2.0465, 1.8586, 0.6878], [-2.3764, -0.6593, -0.2512], [-2.6030, -0.5942, 1.4344], [-0.0095, -1.0005, -0.5421], [-1.5436, 1.7125, 1.4335], [-1.4267, 1.1155, -1.2124], [0.3084, -0.2410, 1.4711], [1.8986, -2.8722, 0.3062], [1.6944, 1.3251, -2.4877]],
  "forces_ev_per_angstrom": [[2.08, 1.49, 0.40], [-2.55, -1.12, -1.39], [-1.42, 0.08, -0.35], [0.29, 0.39, 0.79], [1.32, -1.11, -0.66], [1.01, -3.16, 1.68], [-1.45, -0.53, 1.77], [-0.45, -0.81, -0.11], [0.07, 1.29, 1.04], [-0.16, -0.66, -1.85], [-0.66, -0.24, 1.77], [1.46, 0.56, 0.07], [0.68, 0.68, 1.44], [0.01, -0.34, -1.08], [-0.62, 0.93, 0.40], [-0.89, 1.54, -1.37], [1.30, 1.00, -2.55]],
  "lowdin_spin": [0.002, 0.002, 0.226, 0.007, 0.096, 0.085, 0.206, 0.980, 0.330, 0.001, 0.000, 0.036, 0.001, 0.001, 0.003, 0.006, 0.018]
}



[4]
{
  "formula": "C7H10",
  "method": "ωB97M-V/def2-TZVPD",
  "homo_ev": -8.794,
  "relative_energy_kcal_mol": 27.1,
  "max_force_ev_per_a": 0.200,
  "lumo_energy_ev": 1.16,
  "homo_lumo_gap_ha": 0.3659,
  "multiplicity": 1,
  "mol_weight_g_mol": 94.157,
  "symbols": ["C", "C", "C", "C", "C", "C", "C", "H", "H", "H", "H", "H", "H", "H", "H", "H", "H"],
  "xyz": [[-1.7654, 0.5630, -0.0560], [-0.9987, -0.7350, -0.2499], [0.1555, -1.1202, 0.6474], [0.7744, 0.0236, 1.3809], [1.3479, 0.8914, 0.5467], [1.2614, 0.4323, -0.8926], [0.3985, -0.8226, -0.8170], [-2.7490, 0.5017, -0.5308], [-1.9198, 0.7723, 1.0072], [-1.2518, 1.4293, -0.4840], [-1.6232, -1.5791, -0.5379], [0.2068, -2.1261, 1.0564], [0.6778, 0.1563, 2.4538], [1.7897, 1.8412, 0.8352], [0.8366, 1.2053, -1.5480], [2.2561, 0.1936, -1.2934], [0.6034, -1.6270, -1.5179]],
  "forces_ev_per_angstrom": [[0.02, 0.04, -0.02], [-0.14, 0.00, -0.03], [0.06, -0.10, 0.16], [0.00, 0.12, -0.12], [-0.07, -0.06, 0.10], [-0.04, -0.01, -0.02], [0.09, -0.03, -0.16], [0.14, -0.02, 0.02], [-0.02, -0.01, -0.13], [-0.04, -0.13, 0.05], [0.11, 0.13, 0.05], [-0.04, 0.17, -0.07], [0.11, -0.04, -0.11], [-0.04, -0.15, -0.02], [0.03, -0.09, 0.10], [-0.15, 0.06, 0.05], [-0.04, 0.12, 0.14]],
  "mulliken_charge": [-1.307, -0.060, -0.118, -0.597, -0.388, -0.817, -0.351, 0.380, 0.266, 0.294, 0.446, 0.407, 0.443, 0.364, 0.290, 0.379, 0.371]
}



Copy entry 3 word for word.
{
  "formula": "C3H8ClO4P",
  "method": "ωB97M-V/def2-TZVPD",
  "homo_ev": [-5.099, -9.463],
  "s2": 2.005,
  "max_force_ev_per_a": 3.720,
  "lumo_energy_ev": [0.66, -2.86],
  "homo_lumo_gap_ha": [0.2117, 0.2427],
  "multiplicity": 3,
  "mol_weight_g_mol": 174.520,
  "symbols": ["C", "C", "C", "O", "O", "O", "O", "P", "Cl", "H", "H", "H", "H", "H", "H", "H", "H"],
  "xyz": [[-2.3068, -0.0589, 0.5953], [-1.5347, 1.0540, 0.6220], [1.0026, -1.1323, -0.0211], [-1.0891, 1.6480, -0.5061], [0.7747, -1.0539, 1.3311], [1.5309, -2.2873, -0.4420], [1.3269, 0.9810, -1.7257], [2.3068, 0.2050, -0.6933], [2.0465, 1.8586, 0.6878], [-2.3764, -0.6593, -0.2512], [-2.6030, -0.5942, 1.4344], [-0.0095, -1.0005, -0.5421], [-1.5436, 1.7125, 1.4335], [-1.4267, 1.1155, -1.2124], [0.3084, -0.2410, 1.4711], [1.8986, -2.8722, 0.3062], [1.6944, 1.3251, -2.4877]],
  "forces_ev_per_angstrom": [[2.08, 1.49, 0.40], [-2.55, -1.12, -1.39], [-1.42, 0.08, -0.35], [0.29, 0.39, 0.79], [1.32, -1.11, -0.66], [1.01, -3.16, 1.68], [-1.45, -0.53, 1.77], [-0.45, -0.81, -0.11], [0.07, 1.29, 1.04], [-0.16, -0.66, -1.85], [-0.66, -0.24, 1.77], [1.46, 0.56, 0.07], [0.68, 0.68, 1.44], [0.01, -0.34, -1.08], [-0.62, 0.93, 0.40], [-0.89, 1.54, -1.37], [1.30, 1.00, -2.55]],
  "lowdin_spin": [0.002, 0.002, 0.226, 0.007, 0.096, 0.085, 0.206, 0.980, 0.330, 0.001, 0.000, 0.036, 0.001, 0.001, 0.003, 0.006, 0.018]
}